[1]
# C2H2Cl2O2S

C2H2Cl2O2S in the gas phase (ωB97M-V/def2-TZVPD, OMol25).

The geometry in XYZ format:
```
9
Properties=species:S:1:pos:R:3:forces:R:3
C -0.1500 -0.1096 0.0856 0.3 0.2 0.4
C -1.3879 0.3245 0.1928 -0.6 -0.4 -3.1
Cl -2.7157 -0.3312 0.9636 -0.3 -0.2 0.7
S -1.9730 1.4127 -1.3179 -0.1 1.0 0.5
O -0.9936 2.4487 -1.4129 0.4 -0.5 -0.5
O -3.3243 1.7787 -1.0487 -0.1 -0.6 -0.3
Cl -2.0948 0.4891 -3.4404 0.4 0.4 2.3
H 0.5189 0.3766 -0.6002 0.1 0.1 -0.3
H 0.2646 -0.8950 0.6999 -0.1 0.1 0.3
```
Positions in Å, forces in eV/Å.

Summary:
E_tot = -42078.8792 eV
Orbital gap = 0.3239 hartree
SMILES = C=C(Cl)S(=O)(=O)Cl
E_LUMO = -0.0824 Ha
ΔE to the lowest compared entry with this formula, charge and spin = 219.4 kJ/mol

---

[2]
# C2H2Cl2O2S

2 unconnected molecules or ions with the total composition C2H2Cl2O2S (ωB97M-V/def2-TZVPD, OMol25).

The geometry in XYZ format:
```
9
Properties=species:S:1:pos:R:3:forces:R:3
C -0.9769 -0.1051 0.8029 2.0 0.2 -2.3
C -1.6257 -0.0546 -0.3177 -1.0 0.0 1.9
O 2.3035 1.2268 0.8294 -0.8 -1.2 -0.3
O 1.5227 0.7704 -1.4165 -0.6 0.1 -2.2
S 1.5447 0.3731 -0.0680 -0.2 0.3 3.1
Cl -3.3124 -0.4740 -0.3969 0.5 0.1 -0.3
Cl 2.4158 -1.5856 -0.0139 -0.4 0.6 0.1
H -0.7257 -0.6217 1.6546 0.2 -0.7 1.9
H -1.1459 0.4705 -1.0739 0.3 0.6 -2.1
```
Positions in Å, forces in eV/Å.

Summary:
E_tot = -42077.0703 eV
Orbital gap (spin up / spin down) = 0.2621 / 0.2964 hartree
E_LUMO (spin up / spin down) = -0.1089 / -0.0820 Ha
ΔE to the lowest compared entry with this formula, charge and spin = 393.9 kJ/mol

---

[3]
# C2H2Cl2O2S

2 unconnected molecules or ions with the total composition C2H2Cl2O2S (ωB97M-V/def2-TZVPD, OMol25).

The geometry in XYZ format:
```
9
Properties=species:S:1:pos:R:3:forces:R:3
C 1.5711 1.2528 0.7344 5.6 -6.2 -3.0
C 2.4324 0.4899 0.2729 -2.7 2.3 1.9
O -1.7073 -1.7903 0.8405 0.3 0.3 -0.4
O -0.9514 -0.5456 -1.2496 0.6 -0.3 0.5
S -1.2762 -0.5159 0.3294 -1.3 0.3 -0.7
Cl 3.6135 -0.5945 -0.0320 0.0 -0.2 -0.2
Cl -3.1503 0.5967 -0.0277 0.6 -0.3 0.4
H 1.0891 2.0637 0.9488 -2.9 4.1 1.2
H -1.6209 -0.9568 -1.8168 -0.2 -0.1 0.2
```
Positions in Å, forces in eV/Å.

Summary:
E_tot = -42078.2237 eV
Orbital gap = 0.3613 hartree
E_LUMO = -0.0141 Ha
ΔE to the lowest compared entry with this formula, charge and spin = 282.6 kJ/mol